Entry 1:
A cluster of 3 separate species, C13H26BF4N3O7PS in total, computed with ωB97M-V/def2-TZVPD.

Structure (XYZ):
```
56
C13H26BF4N3O7PS, DFT ωB97M-V/def2-TZVPD
C 1.5042 -1.8178 -3.1494
O 0.6263 -0.7098 -3.4294
B 1.0502 0.5790 -3.3443
O 0.9113 1.5049 -4.3174
C 1.7054 1.0838 -1.9649
N 1.0635 1.8043 -1.0972
C -0.2745 2.3471 -1.2929
O -1.0246 1.2491 -1.7654
C -2.2341 1.5340 -2.3576
F -2.0982 1.7137 -3.6550
F -2.7689 2.6365 -1.8388
F -3.0210 0.5194 -2.1326
C 1.8272 2.0209 0.1558
C 2.8047 0.8645 0.0659
F 2.0780 -0.2812 0.4147
C 3.0729 0.7976 -1.4503
P 4.1932 2.1525 -2.1006
O 3.1505 3.3453 -2.2615
O 5.0265 2.6388 -0.8305
S 5.1903 1.6125 -3.6288
H 0.9497 -2.7280 -3.3740
H 2.3876 -1.7743 -3.7865
H 1.7791 -1.8443 -2.0912
H 0.6413 1.0957 -5.1549
H -0.6448 2.7213 -0.3353
H -0.2367 3.1665 -2.0178
H 1.1829 1.9459 1.0333
H 2.3059 3.0037 0.1541
H 3.6902 0.8970 0.6977
H 3.5843 -0.0796 -1.8408
H 3.6164 4.1853 -2.4147
H 5.7681 2.0446 -0.6349
C 2.9154 -1.9797 3.0034
C 2.7379 -2.0403 4.5068
O 3.6048 -1.6380 5.2605
N 1.5717 -2.5517 4.9793
C 0.4434 -3.0704 4.2314
H 3.8908 -1.5458 2.8030
H 2.8725 -2.9770 2.5639
H 2.1405 -1.3644 2.5512
H 1.5167 -2.5608 5.9859
H -0.4620 -2.5026 4.4520
H 0.2614 -4.1168 4.4798
H 0.6375 -3.0037 3.1658
C -4.9060 0.3021 0.3367
C -5.2865 -0.1400 1.7328
O -4.7999 0.3899 2.7175
N -6.1830 -1.1519 1.8476
C -6.8549 -1.8866 0.7926
H -4.1884 1.1115 0.4247
H -4.4545 -0.5225 -0.2150
H -5.7758 0.6570 -0.2171
H -6.3919 -1.3973 2.8026
H -7.9366 -1.7713 0.8696
H -6.6174 -2.9497 0.8496
H -6.5425 -1.5190 -0.1790
```

Computed properties:
LUMO level = -0.1614 Ha
Kohn-Sham gap = 6.91 eV
spin multiplicity = 1
E_tot = -2365.7332 hartree
net charge = +1


Entry 2:
A cluster of 2 separate species, C13H26BN2O5 in total in a non-equilibrium geometry, computed with ωB97M-V/def2-TZVPD.

Structure (XYZ):
```
47
C13H26BN2O5, DFT ωB97M-V/def2-TZVPD
C -2.6314 0.9790 1.9936
C -1.9564 1.5350 0.7490
N -1.1643 0.5756 -0.0687
C 0.0994 1.1156 -0.5718
C 0.1204 1.1081 -2.1145
C 0.7846 -0.1505 -2.7015
C 0.1359 -0.5014 -4.0818
N 1.1949 -0.6076 -5.0974
C 2.2734 0.1951 -4.5862
O 3.0548 0.8306 -5.2606
C 2.2545 0.0920 -3.0712
C 3.1511 -1.0772 -2.6160
B 3.4872 -0.9463 -1.0757
O 2.9909 -1.8307 -0.1318
O 4.2414 0.1069 -0.6478
C -0.9959 -0.7099 0.5303
C -2.1034 -1.6815 0.2109
O -0.0172 -1.0447 1.1685
H -1.9308 0.7110 2.7759
H -3.2619 1.7607 2.4058
H -3.2887 0.1420 1.7846
H -1.3416 2.3832 1.0409
H -2.7365 1.9432 0.1021
H 0.2354 2.1440 -0.2500
H 0.9389 0.5285 -0.2072
H 0.6581 1.9858 -2.4749
H -0.9012 1.2010 -2.4703
H 0.6643 -0.9819 -2.0138
H -0.3996 -1.4467 -4.0203
H -0.6024 0.2248 -4.4054
H 1.5052 -1.5702 -5.1316
H 2.6267 0.9984 -2.6019
H 2.6184 -2.0151 -2.7762
H 4.0754 -1.1043 -3.1953
H 3.1334 -2.7290 -0.4321
H 4.1757 0.1537 0.3109
H -2.1257 -2.4814 0.9383
H -3.0473 -1.1482 0.1701
H -1.9284 -2.0670 -0.7922
C -1.3374 -0.2201 6.1530
C -2.1796 1.0709 5.9893
O -3.2368 0.9107 5.1795
H -0.9524 -0.5522 5.1847
H -0.4742 -0.0598 6.8238
H -1.9486 -1.0217 6.5760
H -1.4362 1.8595 5.6654
H -2.4222 1.3922 7.0436
```

Computed properties:
LUMO level = 0.0692 Ha
Kohn-Sham gap = 4.24 eV
spin multiplicity = 1
ΔE to the lowest compared entry with this formula, charge and spin = 15.1 kcal per mole
E_tot = -1021.5851 hartree
net charge = -1


Entry 3:
An isolated molecule of C13H26BN3O5 in a non-equilibrium geometry, computed with ωB97M-V/def2-TZVPD.

Structure (XYZ):
```
48
C13H26BN3O5, DFT ωB97M-V/def2-TZVPD
N 0.8205 -2.3650 0.9773
C 0.4481 -1.7990 -0.3156
C 1.0116 -2.7294 -1.4463
O 0.7554 -2.3863 -2.5765
O 1.7707 -3.8162 -1.0846
C -1.0616 -1.6423 -0.3387
N -1.3400 -0.2153 -0.0082
C -1.7812 -0.0819 1.4229
C -2.5076 1.2820 1.6931
C -3.8352 1.1838 0.9002
O -4.9699 0.7910 1.6455
C -5.3231 1.7376 2.7394
C -3.9843 2.3624 3.2293
N -2.8031 1.3994 3.0613
C -0.1862 0.6557 -0.5028
C 0.9916 -0.3163 -0.3490
C 2.0479 -0.0735 -1.4402
C 3.3865 -0.8078 -1.2115
C 4.1362 -0.4855 -2.5024
B 4.8341 0.9042 -2.5163
O 4.2914 2.0935 -2.0549
O 6.1353 0.9546 -3.0822
H 1.8465 -2.4385 0.9398
H 0.4186 -3.2731 1.0525
H 1.8157 -4.3598 -1.8965
H -1.4868 -2.2198 0.4288
H -1.5307 -1.8871 -1.3298
H -0.9325 -0.2465 2.0535
H -2.5136 -0.8150 1.7389
H -1.9215 2.1322 1.3423
H -3.6257 0.4643 0.0919
H -4.1464 2.1089 0.4338
H -6.0161 2.4437 2.3525
H -5.8933 1.1864 3.4874
H -4.0356 2.8566 4.2020
H -3.7487 3.3311 2.7623
H -3.0265 0.4511 3.4352
H -0.3587 1.1900 -1.4892
H -0.0244 1.5435 0.1333
H 1.4712 -0.0823 0.6166
H 2.2577 0.9380 -1.6852
H 1.6418 -0.4616 -2.3709
H 3.2273 -1.8622 -1.1677
H 3.8916 -0.5455 -0.3447
H 5.0673 -1.0290 -2.5818
H 3.4592 -0.7081 -3.4091
H 4.6860 2.9153 -2.2198
H 6.6407 1.7215 -2.8159
```

Computed properties:
LUMO level = 0.0110 Ha
Kohn-Sham gap = 8.46 eV
SMILES = N[C@@]1(C(=O)O)CN(C[C@H]2COCCN2)C[C@@H]1CCCB(O)O
spin multiplicity = 1
ΔE to the lowest compared entry with this formula, charge and spin = 40.8 kcal per mole
E_tot = -1076.2890 hartree


Entry 4:
A cluster of 2 separate species, C13H26BN5O8PS in total in a non-equilibrium geometry, computed with ωB97M-V/def2-TZVPD.

Structure (XYZ):
```
55
C13H26BN5O8PS, DFT ωB97M-V/def2-TZVPD
N 0.7073 2.4760 2.3885
C 2.0858 2.4729 1.8537
C 2.2078 1.7022 0.5051
C 2.1543 0.1393 0.6898
O 2.2985 -0.1919 2.0429
N 0.9948 -0.5076 -0.0042
N 1.1175 -1.9460 0.0099
P -0.6233 -0.1294 0.6874
O -0.6504 -0.0670 2.1586
C 1.1000 -0.1496 -1.4828
N 2.1302 -1.0030 -2.1607
C 2.1835 -0.7821 -3.3465
S 2.7194 -0.3613 -4.7661
B -0.3057 -0.4515 -2.2899
O -1.1568 0.5440 -2.6822
O -0.6670 -1.7851 -2.5584
C 1.5281 1.3329 -1.7196
N 1.2647 2.2037 -0.5350
C 1.5681 3.5964 -0.9065
C 0.5021 4.5605 -0.2776
C -0.8926 3.9752 -0.5323
O -1.7005 3.7954 0.3102
O -1.1715 3.6159 -1.8295
H 0.5597 3.4168 2.7578
H 0.7105 1.8999 3.2325
H 2.8528 2.1480 2.5859
H 2.3464 3.5324 1.6366
H 3.2313 1.9582 0.1220
H 3.0659 -0.2513 0.1788
H 1.7227 -0.9256 2.3119
H 0.3109 -2.3390 0.4938
H 1.9991 -2.2378 0.4271
H -1.5468 -1.1377 0.2706
H -1.0354 1.1166 0.1403
H -2.0224 0.1128 -2.7933
H -0.9670 -2.2477 -1.7423
H 1.0225 1.7942 -2.5851
H 2.6277 1.4338 -1.9138
H 1.5365 3.7767 -1.9968
H 2.5764 3.8741 -0.5364
H 0.6687 4.6480 0.8086
H 0.5863 5.5911 -0.6803
H -2.0682 3.9042 -2.0633
O -0.9835 -3.6712 -0.4006
C -1.8194 -4.0681 0.3834
O -1.5097 -4.5757 1.5830
C -2.7053 -5.0590 2.2326
C -3.8422 -4.3080 1.5695
C -3.3119 -4.1122 0.1562
H -2.7708 -6.1375 2.0787
H -2.6463 -4.8598 3.3003
H -4.7924 -4.8365 1.6159
H -3.9755 -3.3358 2.0495
H -3.5464 -4.9595 -0.4910
H -3.6685 -3.1842 -0.2869
```

Computed properties:
LUMO level = -0.1062 Ha
Kohn-Sham gap = 9.34 eV
spin multiplicity = 1
E_tot = -2150.8425 hartree
net charge = +1